Record 1
DFT (the ωB97M-V functional and the def2-TZVPD basis) results for a structure of composition C10H26F3MnN2O3 in a non-equilibrium geometry.

Geometry as XYZ:
```
45
C10H26F3MnN2O3 | the Open Molecules 2025 dataset | the ωB97M-V functional and the def2-TZVPD basis
Mn 1.5038 -0.4668 -1.5224
F 3.5056 -0.3599 -2.3053
F 2.1046 -2.5750 -1.6628
F 1.5250 1.7230 -1.7617
C -2.6326 -0.0870 2.0107
O -2.6179 -0.8508 0.8248
C -2.6332 -0.0912 -0.3646
C -1.2444 0.1685 -0.9390
N -0.4796 -1.0937 -1.0481
C -0.8707 -1.9317 -2.2164
C -0.6737 -1.1883 -3.5621
O 0.5693 -0.5185 -3.4575
C 0.6914 0.5595 -4.3725
H -1.8739 0.6880 2.1205
H -2.5353 -0.7702 2.8541
H -3.6448 0.3329 2.0838
H -3.1941 0.8438 -0.2312
H -3.2396 -0.5825 -1.1310
H -0.6893 0.9267 -0.3751
H -1.3758 0.7855 -1.8339
H -0.8804 -1.5585 -0.2358
H -1.8757 -2.3074 -1.9898
H -0.2466 -2.8278 -2.2140
H -1.5265 -0.5131 -3.7054
H -0.5296 -1.8237 -4.4404
H -0.1236 1.2558 -4.1746
H 0.5818 0.2056 -5.4104
H 1.6973 0.9644 -4.3759
C 2.0987 -0.9173 2.8282
C 1.3090 -0.1445 1.7572
C 0.9018 1.2561 2.2161
O 0.3523 1.1445 3.5202
C -0.1392 2.3933 4.0267
N 2.1917 -0.0677 0.5448
H 1.7898 -0.7030 3.8608
H 3.1864 -0.8637 2.8466
H 1.8552 -1.9859 2.8613
H 0.3884 -0.6275 1.4231
H 0.1778 1.6613 1.5005
H 1.7441 1.9575 2.2550
H 0.5844 3.1931 3.8526
H -0.2912 2.2509 5.0920
H -1.0508 2.5622 3.4478
H 2.8654 -0.7979 0.7390
H 2.7445 0.7808 0.6644
```

Calculated values
Lowest unoccupied orbital energy (spin up / spin down), eV: 2.6 / 2.6
F_max, hartree/bohr: 0.082
Charge: -1
Spin multiplicity: 6



Record 2
DFT (the ωB97M-V functional and the def2-TZVPD basis) results for a structure of composition C25H24CrN4OS3 in a non-equilibrium geometry.

Geometry as XYZ:
```
58
C25H24CrN4OS3 | the Open Molecules 2025 dataset | the ωB97M-V functional and the def2-TZVPD basis
Cr -3.0269 -16.6104 -3.4018
O -4.3082 -17.4383 -2.1806
N -4.4062 -18.7294 -1.9476
C -5.2093 -19.1797 -0.9750
C -5.2879 -20.5172 -0.7267
C -4.4826 -21.4429 -1.4043
C -3.6944 -20.9562 -2.3641
C -3.6897 -19.5917 -2.6787
S -2.7447 -19.0080 -3.9912
H -5.7645 -18.4089 -0.4367
H -5.8775 -20.8935 0.1034
H -4.5534 -22.5108 -1.1989
H -3.0165 -21.5498 -3.0191
S -3.3538 -14.5750 -2.2417
C -1.6774 -14.0926 -1.9870
C -1.2958 -12.7591 -1.8178
C 0.0361 -12.3604 -1.7068
C 0.3921 -10.9497 -1.7433
N 0.7277 -9.8657 -1.9315
C 1.0672 -13.3200 -1.7841
C 0.6871 -14.6241 -2.0534
C -0.6410 -15.0543 -2.1066
S -1.0614 -16.7386 -2.3586
C 2.4611 -12.9421 -1.8369
N 3.6036 -12.7282 -1.9420
H -2.0774 -12.0103 -1.7610
H 1.4638 -15.3719 -2.1696
C 1.5173 -12.9831 -5.9491
C 0.8765 -14.3167 -5.9363
C 1.4944 -15.4476 -6.4519
C 0.8697 -16.6896 -6.4515
C 1.5021 -17.8924 -7.0781
C -0.3599 -16.8002 -5.8714
C -1.0846 -15.6736 -5.4505
C -0.4200 -14.4447 -5.4304
N -2.4332 -15.8188 -5.0807
C -3.4407 -15.2197 -5.8719
C -3.6453 -13.6595 -5.7465
C -3.4114 -15.5634 -7.3357
C -4.7285 -15.8213 -5.2323
H 1.7145 -12.5125 -4.9717
H 0.8576 -12.2604 -6.4726
H 2.4403 -13.0125 -6.5167
H 2.4987 -15.3957 -6.8732
H 1.4142 -17.8037 -8.1780
H 0.9312 -18.7720 -6.7540
H 2.5878 -17.9686 -6.9248
H -0.7963 -17.7986 -5.7859
H -0.8788 -13.5690 -4.9678
H -2.8922 -13.1105 -6.3251
H -3.6715 -13.3292 -4.6973
H -4.5930 -13.3930 -6.2179
H -2.5635 -15.1282 -7.8810
H -4.3189 -15.2532 -7.8764
H -3.3671 -16.6602 -7.4249
H -4.7963 -15.6578 -4.1336
H -4.7067 -16.8882 -5.4733
H -5.6853 -15.4247 -5.5867
```

Calculated values
Lowest unoccupied orbital energy (spin up / spin down), eV: 2.3 / 2.3
F_max, hartree/bohr: 0.060
Charge: -1
Energy relative to the best compared isomer or geometry (same formula, charge and spin), kcal/mol: 20.5
Spin multiplicity: 4



What is the formula in the second record? C25H24CrN4OS3



What did the second record say?
DFT (the ωB97M-V functional and the def2-TZVPD basis) results for a structure of composition C25H24CrN4OS3 in a non-equilibrium geometry.

Geometry as XYZ:
```
58
C25H24CrN4OS3 | the Open Molecules 2025 dataset | the ωB97M-V functional and the def2-TZVPD basis
Cr -3.0269 -16.6104 -3.4018
O -4.3082 -17.4383 -2.1806
N -4.4062 -18.7294 -1.9476
C -5.2093 -19.1797 -0.9750
C -5.2879 -20.5172 -0.7267
C -4.4826 -21.4429 -1.4043
C -3.6944 -20.9562 -2.3641
C -3.6897 -19.5917 -2.6787
S -2.7447 -19.0080 -3.9912
H -5.7645 -18.4089 -0.4367
H -5.8775 -20.8935 0.1034
H -4.5534 -22.5108 -1.1989
H -3.0165 -21.5498 -3.0191
S -3.3538 -14.5750 -2.2417
C -1.6774 -14.0926 -1.9870
C -1.2958 -12.7591 -1.8178
C 0.0361 -12.3604 -1.7068
C 0.3921 -10.9497 -1.7433
N 0.7277 -9.8657 -1.9315
C 1.0672 -13.3200 -1.7841
C 0.6871 -14.6241 -2.0534
C -0.6410 -15.0543 -2.1066
S -1.0614 -16.7386 -2.3586
C 2.4611 -12.9421 -1.8369
N 3.6036 -12.7282 -1.9420
H -2.0774 -12.0103 -1.7610
H 1.4638 -15.3719 -2.1696
C 1.5173 -12.9831 -5.9491
C 0.8765 -14.3167 -5.9363
C 1.4944 -15.4476 -6.4519
C 0.8697 -16.6896 -6.4515
C 1.5021 -17.8924 -7.0781
C -0.3599 -16.8002 -5.8714
C -1.0846 -15.6736 -5.4505
C -0.4200 -14.4447 -5.4304
N -2.4332 -15.8188 -5.0807
C -3.4407 -15.2197 -5.8719
C -3.6453 -13.6595 -5.7465
C -3.4114 -15.5634 -7.3357
C -4.7285 -15.8213 -5.2323
H 1.7145 -12.5125 -4.9717
H 0.8576 -12.2604 -6.4726
H 2.4403 -13.0125 -6.5167
H 2.4987 -15.3957 -6.8732
H 1.4142 -17.8037 -8.1780
H 0.9312 -18.7720 -6.7540
H 2.5878 -17.9686 -6.9248
H -0.7963 -17.7986 -5.7859
H -0.8788 -13.5690 -4.9678
H -2.8922 -13.1105 -6.3251
H -3.6715 -13.3292 -4.6973
H -4.5930 -13.3930 -6.2179
H -2.5635 -15.1282 -7.8810
H -4.3189 -15.2532 -7.8764
H -3.3671 -16.6602 -7.4249
H -4.7963 -15.6578 -4.1336
H -4.7067 -16.8882 -5.4733
H -5.6853 -15.4247 -5.5867
```

Calculated values
Lowest unoccupied orbital energy (spin up / spin down), eV: 2.3 / 2.3
F_max, hartree/bohr: 0.060
Charge: -1
Energy relative to the best compared isomer or geometry (same formula, charge and spin), kcal/mol: 20.5
Spin multiplicity: 4